Density functional theory data (ωB97M-V with the def2-TZVPD basis set) for a cluster of 10 separate species, C3H26N2O10 in total.

Each line ends with the Mulliken charge.
Element x y z (Å)
C -1.337 -1.220 2.077  -1.3237
C 0.027 -0.688 1.742  0.7513
O 0.952 -0.799 2.538  -0.6490
N 0.218 -0.101 0.526  1.2691
C 1.525 0.313 0.022  -1.4234
N 1.776 -0.346 -1.270  -0.4145
H -1.603 -2.187 1.645  0.2353
H -1.287 -1.394 3.150  0.3922
H -2.129 -0.547 1.737  0.2606
H -0.630 0.031 -0.029  -0.4490
H 1.560 1.394 -0.101  0.4768
H 2.314 0.027 0.707  0.5992
H 1.470 0.195 -2.062  0.2733
H 1.402 -1.281 -1.247  0.2840
O 0.444 1.534 -4.081  -0.6360
H 1.087 0.861 -4.325  0.2919
H 0.936 2.357 -4.009  0.3221
O -0.419 2.766 -1.490  -0.5950
H -0.157 1.844 -1.549  0.2264
H -0.967 2.991 -2.248  0.2948
O 2.237 -2.795 0.832  -0.7044
H 1.908 -1.894 0.775  0.3404
H 2.755 -2.968 1.617  0.2956
O -0.166 -3.656 0.202  -0.6457
H 0.579 -3.669 -0.416  0.2681
H 0.392 -3.491 0.986  0.3877
O -2.191 -0.213 -1.210  -0.6109
H -2.284 -1.166 -1.127  0.2278
H -2.020 -0.035 -2.141  0.2413
O 2.127 2.104 2.287  -0.6356
H 1.511 2.853 2.251  0.3310
H 1.598 1.541 2.874  0.2988
O -0.976 -2.217 -2.740  -0.5760
H -0.577 -1.867 -3.541  0.2896
H -0.361 -2.896 -2.442  0.2757
O -0.430 3.041 1.680  -0.5929
H -0.355 3.173 0.723  0.2991
H -0.997 3.777 1.937  0.2699
O -3.239 1.680 0.583  -0.5884
H -3.081 2.527 0.144  0.2845
H -2.696 1.144 -0.026  0.3579

Values from the calculation:
**Kohn-Sham gap**: 8.82 eV
**LUMO**: -0.31 eV
**Electronic energy**: -991.81685 Ha
**HOMO level**: -9.12 eV
**Energy relative to the best compared isomer or geometry (same formula, charge and spin)**: 2.771 eV
**SMILES string**: CC(=O)NCN.O.O.O.O.O.O.O.O.O
**Strongest force on any atom**: 0.0252 Eh/bohr

Density functional theory data (ωB97M-V with the def2-TZVPD basis set) for a cluster of 11 separate species, C3H26NO12 in total.

Each line ends with the Mulliken charge.
Element x y z (Å)
C 0.454 -0.179 -1.616  1.1776
C -1.031 0.213 -1.569  -0.6823
C -1.283 0.803 -0.201  0.6539
O -0.765 1.906 0.058  -0.9379
O -1.993 0.158 0.599  -0.8087
N 1.066 -0.118 -2.970  -0.7856
H 1.043 0.511 -1.021  -0.5560
H 0.596 -1.175 -1.239  -0.2248
H -1.254 0.923 -2.366  0.4100
H -1.701 -0.662 -1.782  0.2746
H 0.685 0.629 -3.542  0.2279
H 0.909 -0.988 -3.490  0.2656
H 0.752 4.053 -1.388  0.3091
H 0.234 2.702 -1.068  0.5223
O 0.740 3.176 -1.733  -0.7025
H -4.688 0.702 -0.376  0.2889
H -3.541 -0.234 -0.205  0.3018
O -4.339 -0.098 -0.697  -0.6786
H 0.082 1.289 2.809  0.3515
H 0.175 1.894 1.457  0.4177
O 0.750 1.612 2.244  -0.8671
H 2.895 1.033 0.070  0.4034
H 2.099 0.939 1.352  0.4347
O 2.778 0.508 0.909  -0.7979
H 1.311 -2.007 2.003  0.4295
H 0.615 -0.803 2.445  0.3704
O 0.458 -1.763 2.458  -0.7907
H 2.051 -2.406 -0.006  0.3343
H 2.738 -1.140 0.774  0.4944
O 2.518 -2.151 0.779  -0.8465
H -0.932 -3.548 -2.020  0.2848
H -0.621 -3.012 -0.640  0.4102
O -0.179 -3.323 -1.453  -0.6435
H -0.765 -2.330 1.368  0.5667
H -1.797 -1.551 0.652  0.3238
O -1.451 -2.476 0.724  -0.8296
H -1.190 -0.604 3.424  0.3474
H -1.764 0.363 2.319  0.4213
O -1.445 0.398 3.212  -0.8638
H 2.808 1.037 -2.049  0.3903
H 2.251 2.375 -1.552  0.4161
O 3.015 1.780 -1.453  -0.8125

Values from the calculation:
**Kohn-Sham gap**: 9.79 eV
**LUMO**: 3.01 eV
**Charge**: -1
**Electronic energy**: -1087.71694 Ha
**HOMO level**: -6.78 eV
**Energy relative to the best compared isomer or geometry (same formula, charge and spin)**: 0.000 eV
**Strongest force on any atom**: 0.0855 Eh/bohr

Density functional theory data (ωB97M-V with the def2-TZVPD basis set) for a cluster of 12 separate species, C3H28NO12S in total.

Each line ends with the Mulliken charge.
Element x y z (Å)
C -0.126 0.123 0.622  0.1734
C -1.078 -0.549 -0.344  0.4758
S -2.839 -0.097 -0.047  -0.5785
C 1.269 -0.067 0.108  0.5596
N 1.884 0.962 -0.497  -0.1775
O 1.886 -1.159 0.199  -0.9489
H -0.188 -0.243 1.653  0.2974
H -0.369 1.196 0.716  -0.1714
H -0.987 -1.626 -0.243  -0.1840
H -0.833 -0.296 -1.384  -0.5038
H 2.799 0.870 -0.892  0.2336
H 1.385 1.888 -0.562  0.2809
H -2.372 0.105 -2.988  0.3576
H -0.888 0.086 -3.395  0.3513
O -1.698 0.636 -3.438  -0.7593
H -1.742 1.962 -2.404  0.4752
H -2.294 2.142 -0.956  0.2760
O -1.821 2.620 -1.664  -0.8064
H 2.542 -2.548 -2.486  0.4341
H 2.695 -1.481 -1.339  0.3348
O 2.798 -1.605 -2.311  -0.8504
H 0.163 2.571 3.448  0.4449
H -1.247 2.539 2.767  0.3903
O -0.405 3.048 2.799  -0.7260
H 0.671 -3.263 -3.063  0.3319
H 1.090 -4.025 -1.794  0.4893
O 1.344 -3.878 -2.735  -0.7961
H 0.506 -1.610 4.935  0.3301
H 1.602 -1.420 3.815  0.3305
O 1.304 -1.133 4.695  -0.7148
H 0.926 -0.652 -4.478  0.2828
H 1.381 -0.992 -3.078  0.4110
O 0.555 -0.919 -3.629  -0.6840
H -0.240 -3.894 0.105  0.3232
H 1.077 -3.106 0.201  0.3892
O 0.698 -3.948 -0.114  -0.7853
H 1.249 0.664 4.510  0.4150
H 1.906 1.457 3.366  0.2997
O 1.434 1.577 4.201  -0.7315
H -3.439 2.105 2.436  0.3212
H -2.724 0.896 1.934  0.2064
O -2.667 1.581 2.681  -0.7538
H -0.316 3.126 -0.969  0.4618
H 0.282 3.350 0.459  0.3093
O 0.533 3.265 -0.482  -0.8146

Values from the calculation:
**Kohn-Sham gap**: 6.61 eV
**LUMO**: 2.28 eV
**Charge**: -1
**Electronic energy**: -1487.10425 Ha
**HOMO level**: -4.32 eV
**Energy relative to the best compared isomer or geometry (same formula, charge and spin)**: 0.098 eV
**Strongest force on any atom**: 0.0354 Eh/bohr

Density functional theory data (ωB97M-V with the def2-TZVPD basis set) for a cluster of 10 separate species, C3H28NO9S in total.

Each line ends with the Mulliken charge.
Element x y z (Å)
C -1.628 -0.708 1.094  -1.4255
C -1.056 -2.059 1.152  0.5256
C -1.290 -2.794 -0.167  -0.6209
S -3.066 -3.294 -0.211  -0.1769
N 0.504 -1.840 1.380  -0.1748
H -2.720 -0.597 0.912  0.4144
H -1.406 -0.358 0.082  0.3849
H -1.460 -0.127 1.987  0.2935
H -1.333 -2.614 2.058  0.3164
H -1.141 -2.228 -1.093  0.0473
H -0.821 -3.807 -0.167  0.3470
H -3.403 -2.548 -1.370  0.1247
H 1.184 -2.582 1.273  0.3523
H 0.960 -1.007 0.917  0.2813
H 0.620 -1.614 2.401  0.4105
H -0.957 3.206 -0.225  0.3661
H -0.627 4.174 0.809  0.3148
O -0.395 3.263 0.581  -0.6787
H 0.633 -1.572 -2.169  0.3350
H 1.801 -1.051 -1.548  0.2576
O 1.083 -1.652 -1.298  -0.5582
H 0.379 2.549 3.104  0.2776
H -0.775 1.987 2.168  0.3497
O -0.316 1.896 3.013  -0.6196
H 0.192 0.471 3.713  0.4137
H 1.593 -0.061 4.028  0.2978
O 0.717 -0.379 3.783  -0.7063
H 1.629 1.058 1.044  0.3122
H 2.623 0.292 0.161  0.3183
O 2.124 0.231 1.009  -0.7051
H -2.693 1.153 -3.531  0.3095
H -3.115 0.564 -2.179  0.2928
O -2.806 1.374 -2.598  -0.6255
H 2.588 -0.789 -3.924  0.3133
H 1.838 0.407 -3.491  0.3168
O 1.703 -0.537 -3.629  -0.6700
H 4.623 0.026 -1.019  0.3165
H 4.288 1.470 -0.657  0.2927
O 3.881 0.622 -0.870  -0.6167
H -2.124 2.952 -2.196  0.4116
H -0.528 3.106 -2.393  0.2703
O -1.304 3.419 -1.934  -0.6859

Values from the calculation:
**Kohn-Sham gap**: 9.11 eV
**LUMO**: -2.84 eV
**Charge**: +1
**Electronic energy**: -1260.96438 Ha
**HOMO level**: -11.95 eV
**Energy relative to the best compared isomer or geometry (same formula, charge and spin)**: 0.000 eV
**Strongest force on any atom**: 0.0503 Eh/bohr

Density functional theory data (ωB97M-V with the def2-TZVPD basis set) for a cluster of 11 separate species, C3H28O10S2 in total.

Each line ends with the Mulliken charge.
Element x y z (Å)
C -1.559 0.219 2.176  -1.1747
C -0.061 0.320 2.475  0.3989
C 0.500 1.558 3.130  -1.0150
S 1.469 2.589 1.965  -0.0950
S 3.355 1.864 2.101  -0.2050
H -2.216 0.740 2.871  0.4604
H -1.850 0.344 1.136  0.2462
H -1.903 -0.784 2.456  0.3670
H 0.411 0.210 1.494  -0.1934
H 0.252 -0.515 3.105  0.3456
H 1.107 1.413 4.015  0.4328
H -0.282 2.197 3.561  0.3660
H 3.330 0.648 1.491  0.2351
O 3.125 -0.812 0.326  -0.6431
H 2.551 -1.431 0.806  0.3349
H 2.710 -0.756 -0.540  0.2611
O 1.459 -0.972 -3.049  -0.5933
H 1.112 -1.700 -3.571  0.3458
H 1.308 -1.232 -2.133  0.2253
O -1.070 -4.113 0.669  -0.5943
H -0.989 -3.473 -0.049  0.4764
H -1.940 -4.504 0.765  0.2814
O -2.203 2.947 -0.814  -0.6176
H -2.722 3.191 -0.061  0.2871
H -2.175 2.008 -0.619  0.3050
O -0.223 1.550 -4.003  -0.6262
H 0.608 1.070 -3.895  0.3109
H 0.016 2.476 -4.095  0.3070
O -0.314 -2.132 -1.175  -0.7931
H -0.061 -2.072 -0.245  0.3137
H -0.982 -1.455 -1.339  0.4358
O -3.378 -0.357 -1.416  -0.6654
H -2.676 0.124 -0.970  0.1164
H -3.259 -0.186 -2.355  0.3668
O 1.005 -2.693 1.669  -0.6148
H 0.202 -2.184 1.834  0.2404
H 0.647 -3.587 1.755  0.2737
O -0.508 0.664 -1.433  -0.3781
H 0.134 0.511 -2.133  0.0794
H -1.001 1.424 -1.745  0.3490
O 2.274 2.140 -1.573  -0.5898
H 2.284 3.069 -1.358  0.2959
H 1.513 1.679 -1.228  0.3407

Values from the calculation:
**Kohn-Sham gap**: 8.57 eV
**LUMO**: 0.08 eV
**Electronic energy**: -1679.84252 Ha
**HOMO level**: -8.48 eV
**Energy relative to the best compared isomer or geometry (same formula, charge and spin)**: 0.126 eV
**SMILES string**: CCCSS.O.O.O.O.O.O.O.O.O.O
**Strongest force on any atom**: 0.0323 Eh/bohr

Density functional theory data (ωB97M-V with the def2-TZVPD basis set) for a cluster of 13 separate species, C3H29NO15 in total.

Each line ends with the Mulliken charge.
Element x y z (Å)
C -0.624 1.246 -0.287  -0.3592
N 0.475 0.606 0.192  0.6185
C 0.476 -0.781 0.621  -0.3396
C 0.646 -1.707 -0.564  0.5715
O 1.830 -1.539 -1.154  -0.4416
O -0.193 -2.429 -1.068  -0.9705
O -0.614 2.456 -0.472  -0.6894
H -1.500 0.628 -0.486  0.4674
H 1.306 1.141 0.401  0.3726
H 1.305 -0.923 1.309  0.3633
H -0.462 -1.038 1.107  0.0336
H 1.949 -2.061 -1.959  0.3890
H -0.393 0.527 -4.966  0.2845
H -0.048 -0.695 -4.125  0.3737
O 0.013 0.291 -4.126  -0.6362
H 1.637 3.022 -2.042  0.4853
H 0.404 3.662 -1.403  0.3680
O 1.370 3.787 -1.479  -0.8042
H 1.567 1.725 3.558  0.3141
H 1.721 2.009 2.070  0.3197
O 1.434 1.303 2.702  -0.6571
H -0.973 -2.175 3.544  0.3381
H -1.641 -3.089 2.515  0.3528
O -0.959 -3.087 3.213  -0.7603
H -2.945 -1.223 0.851  0.3752
H -2.461 -0.053 1.812  0.3670
O -3.003 -0.271 1.029  -0.6754
H 2.089 0.792 -2.127  0.2730
H 1.335 1.188 -3.350  0.4747
O 2.081 1.491 -2.787  -0.7913
H -1.599 1.408 2.903  0.4101
H -0.258 0.711 2.853  0.2957
O -1.211 0.514 3.004  -0.6488
H 3.298 3.016 0.754  0.2682
H 1.952 3.480 0.013  0.3620
O 2.347 3.110 0.857  -0.7212
H 0.402 -3.302 2.100  0.3692
H 1.740 -3.979 1.705  0.2558
O 1.096 -3.337 1.394  -0.5213
H -1.643 -2.794 -0.103  0.4111
H -3.014 -3.505 0.011  0.2685
O -2.427 -2.896 0.475  -0.6526
H -0.273 -2.546 -2.822  0.3998
H 0.193 -3.315 -4.137  0.2973
O -0.142 -2.483 -3.794  -0.7206
H -1.219 3.181 1.519  0.2836
H -2.696 3.265 1.853  0.3351
O -1.840 3.076 2.252  -0.7090

Values from the calculation:
**Kohn-Sham gap**: 10.06 eV
**LUMO**: 0.08 eV
**Electronic energy**: -1315.16762 Ha
**HOMO level**: -9.98 eV
**Energy relative to the best compared isomer or geometry (same formula, charge and spin)**: 0.000 eV
**Strongest force on any atom**: 0.0202 Eh/bohr

Which of these has the lowest strongest force on any atom?
C3H29NO15

Among the records above, which one has the lowest Kohn-Sham gap?
C3H28NO12S

Which formula does entry 4 have?
C3H28NO9S